Density functional theory data (ωB97M-V with the def2-TZVPD basis set) for a single C4H10N2S molecule at a distorted geometry.

Bonds (Å) are listed after each position.
Atoms and positions in Å:
1 S -1.728 -0.610 -0.412  N2 1.562, N3 1.787
2 N -2.939 -0.290 0.521  S1 1.562, H13 0.992
3 N -0.609 0.772 -0.591  S1 1.787, C4 1.458, C7 1.418
4 C 0.608 0.153 -1.104  N3 1.458, C6 1.579, H8 1.091, H16 1.011
5 C 0.756 -1.835 0.400  C6 1.454, H9 1.143, H15 1.168
6 C 1.496 -0.689 -0.106  C4 1.579, C5 1.454, H10 1.185, H12 1.134
7 C -0.501 1.738 0.441  N3 1.418, H11 1.076, H14 1.032, H17 0.997
8 H 0.362 -0.485 -1.954  C4 1.091
9 H 0.731 -1.983 1.533  C5 1.143
10 H 1.888 0.028 0.751  C6 1.185
11 H -0.269 2.629 -0.118  C7 1.076
12 H 2.393 -1.189 -0.587  C6 1.134
13 H -2.953 0.523 1.089  N2 0.992
14 H 0.293 1.398 1.008  C7 1.032
15 H 0.702 -2.765 -0.304  C5 1.168
16 H 1.111 0.912 -1.543  C4 1.011
17 H -1.341 1.693 0.975  C7 0.997

Results
M = 118.20 g/mol
LUMO level (spin up / spin down) = 0.4 / 0.5 eV
Energy = -665.92055 Eh
HOMO level (spin up / spin down) = -7.79 / -7.18 eV
Relative energy (zero: lowest compared OMol25 entry of this formula, charge and spin) = 114.46 kcal per mole
Kohn-Sham gap (spin up / spin down) = 8.15 / 7.69 eV